Computed, not measured: 2 unconnected molecules or ions with the total composition C43H41N2O4Si at a distorted geometry, with ωB97M-V/def2-TZVPD.

Element x y z (Å)
C (-4.415, -2.173, 1.544)
C (-3.545, -1.866, 0.498)
C (-2.361, -1.157, 0.753)
C (-2.042, -0.764, 2.060)
Si (-0.504, 0.206, 2.421)
C (0.849, -0.224, 1.218)
C (0.934, -1.500, 0.644)
C (1.965, -1.803, -0.254)
C (2.907, -0.837, -0.599)
C (2.799, 0.447, -0.064)
C (1.763, 0.763, 0.824)
C (-0.888, 2.003, 2.370)
C (-1.478, 2.540, 1.220)
C (-1.780, 3.903, 1.142)
C (-1.512, 4.745, 2.229)
C (-0.930, 4.207, 3.382)
C (-0.614, 2.847, 3.449)
O (-0.043, -0.079, 4.101)
C (0.859, -0.891, 4.524)
C (1.469, -0.893, 5.797)
C (2.742, -1.608, 5.470)
C (2.523, -2.412, 4.239)
O (1.291, -1.829, 3.704)
C (-2.949, -1.015, 3.093)
C (-4.120, -1.743, 2.836)
H (-5.332, -2.732, 1.351)
H (-3.772, -2.170, -0.515)
H (-1.687, -0.917, -0.072)
H (0.193, -2.264, 0.894)
H (2.013, -2.803, -0.672)
H (3.708, -1.078, -1.294)
H (3.511, 1.215, -0.336)
H (1.663, 1.779, 1.220)
H (-1.699, 1.893, 0.368)
H (-2.221, 4.314, 0.233)
H (-1.752, 5.813, 2.183)
H (-0.719, 4.850, 4.240)
H (-0.148, 2.449, 4.350)
H (1.647, 0.146, 6.152)
H (3.575, -0.909, 5.284)
H (3.086, -2.189, 6.294)
H (3.299, -2.280, 3.491)
H (2.326, -3.459, 4.428)
H (-2.755, -0.641, 4.101)
H (-4.790, -1.956, 3.663)
C (-4.644, 2.496, 4.235)
O (-3.849, 1.481, 4.902)
C (-3.022, 1.860, 5.903)
C (-2.228, 0.832, 6.471)
C (-1.155, 1.195, 7.272)
C (-0.879, 2.566, 7.490)
C (-1.724, 3.588, 7.066)
C (-2.836, 3.221, 6.279)
N (0.274, 2.657, 8.261)
C (0.855, 3.886, 8.759)
C (0.735, 1.398, 8.543)
C (-0.070, 0.438, 7.894)
C (0.346, -0.898, 7.522)
C (1.109, -1.544, 8.580)
C (2.452, -1.281, 8.774)
N (2.999, -2.138, 9.691)
C (4.387, -2.100, 10.096)
C (2.013, -3.005, 10.137)
C (0.781, -2.656, 9.496)
C (-0.359, -3.294, 9.947)
C (-0.277, -4.206, 11.040)
O (-1.343, -4.792, 11.639)
C (-2.680, -4.453, 11.194)
C (0.981, -4.532, 11.616)
C (2.154, -3.909, 11.181)
H (-5.299, 1.924, 3.581)
H (-5.237, 3.071, 4.956)
H (-3.998, 3.159, 3.645)
H (-2.442, -0.213, 6.278)
H (-1.559, 4.622, 7.360)
H (-3.545, 3.986, 5.942)
H (0.347, 4.740, 8.293)
H (0.744, 3.943, 9.852)
H (1.926, 3.937, 8.522)
H (1.681, 1.256, 9.030)
H (-0.324, -1.510, 6.919)
H (3.015, -0.512, 8.255)
H (4.527, -2.827, 10.894)
H (5.052, -2.374, 9.258)
H (4.650, -1.090, 10.458)
H (-1.308, -3.030, 9.482)
H (-3.304, -5.093, 11.824)
H (-2.905, -3.388, 11.381)
H (-2.822, -4.697, 10.127)
H (0.978, -5.229, 12.442)
H (3.127, -4.117, 11.649)

Properties
Energy = -2362.89596 Ha
Spin multiplicity = 1
Net charge = +1
Orbital gap = 0.23713 Eh
E_LUMO = -3.245 eV